{
  "formula": "C27H40Cl3N2OPdSbSi3",
  "method": "ωB97M-V with the def2-TZVPD basis set",
  "relative_energy_kcal_mol": 58.0,
  "lumo_energy_ha": [-0.0082, -0.1027],
  "fmax_ev_per_a": 3.21,
  "total_energy_ev": -104891.851,
  "spin_multiplicity": 3,
  "e_homo_ev": [-6.89, -6.87],
  "species": ["Pd", "Cl", "C", "C", "C", "Cl", "C", "O", "C", "Cl", "C", "H", "H", "C", "N", "C", "C", "C", "C", "C", "N", "C", "C", "C", "C", "C", "C", "H", "H", "H", "H", "H", "H", "H", "H", "H", "H", "H", "C", "Si", "C", "C", "Sb", "Si", "C", "C", "C", "Si", "C", "C", "C", "H", "H", "H", "H", "H", "H", "H", "H", "H", "H", "H", "H", "H", "H", "H", "H", "H", "H", "H", "H", "H", "H", "H", "H", "H", "H", "H"],
  "coordinates": [[-17.11442, -4.89573, -4.78664], [-26.58922, -2.95149, -1.47703], [-24.91733, -3.06757, -1.80912], [-24.11518, -4.18450, -1.30506], [-22.82155, -4.35888, -1.70724], [-21.98754, -5.80766, -1.33190], [-22.15395, -3.39844, -2.57502], [-21.01975, -3.57521, -3.10234], [-22.88695, -2.18181, -2.76339], [-22.09320, -0.77392, -3.30172], [-24.29068, -2.15189, -2.61708], [-24.56708, -4.79271, -0.55143], [-24.80861, -1.32734, -3.03805], [-19.02779, -2.34626, -4.69889], [-17.94165, -3.17300, -4.10959], [-17.47659, -2.68670, -2.99211], [-16.41389, -3.42128, -2.42769], [-15.61994, -3.14660, -1.28978], [-14.57466, -4.11057, -1.32597], [-14.88109, -4.96009, -2.41384], [-16.09182, -4.61194, -3.01198], [-18.39320, -1.13468, -5.34223], [-18.16612, 0.06613, -4.67497], [-17.37291, 1.04705, -5.25411], [-16.69814, 0.75816, -6.37722], [-16.84272, -0.49713, -7.01615], [-17.76370, -1.37301, -6.57964], [-19.83620, -2.07945, -3.93199], [-19.51511, -2.99803, -5.43685], [-17.87292, -1.74255, -2.58724], [-15.64252, -2.23670, -0.73087], [-13.88524, -4.31824, -0.51877], [-14.26240, -5.81228, -2.81639], [-18.74058, 0.25611, -3.71551], [-17.29386, 2.05961, -4.81026], [-15.97764, 1.44083, -6.80873], [-16.21229, -0.78042, -7.87838], [-17.84333, -2.37254, -7.07394], [-18.27566, -4.68025, -10.54843], [-17.15006, -5.65118, -9.46501], [-16.85398, -7.45625, -9.96170], [-15.42701, -4.77295, -9.33642], [-18.20069, -5.36296, -7.08563], [-16.28930, -7.14880, -4.99205], [-16.92366, -8.43130, -6.26817], [-14.45825, -7.06715, -5.51161], [-16.61293, -7.86427, -3.14860], [-20.68755, -6.31178, -6.67438], [-21.21304, -7.38383, -8.08616], [-21.53892, -4.62045, -6.45100], [-20.85843, -7.13497, -4.97827], [-19.08757, -5.32223, -10.79645], [-17.71362, -4.32236, -11.43890], [-18.62822, -3.84499, -10.00211], [-17.33530, -7.84146, -10.88486], [-17.24658, -8.08392, -9.15214], [-15.80876, -7.68956, -10.10420], [-15.44794, -3.83082, -8.77875], [-15.05779, -4.62254, -10.36396], [-14.67534, -5.46046, -8.93802], [-16.76666, -8.00176, -7.26499], [-17.98145, -8.67671, -6.20202], [-16.26885, -9.35957, -6.23558], [-13.90555, -6.78890, -4.55406], [-14.18733, -6.31319, -6.35715], [-14.23831, -8.09987, -5.79446], [-15.78171, -7.86862, -2.41195], [-17.02193, -8.86846, -3.32482], [-17.43826, -7.20769, -2.79092], [-20.72492, -7.19453, -9.05486], [-22.24423, -7.06113, -8.31279], [-21.10420, -8.40123, -7.75662], [-21.77918, -4.55188, -5.40265], [-22.47177, -4.57446, -7.03559], [-20.92901, -3.78179, -6.78914], [-21.25061, -8.12511, -5.14449], [-21.37536, -6.54008, -4.18463], [-19.85066, -7.25457, -4.51687]],
  "forces_ev_per_a": [[0.2, -2.0, -1.2], [0.1, -0.1, 0.1], [1.6, -1.5, 0.0], [-0.7, 1.4, -0.2], [-0.8, -0.4, -0.2], [0.1, 0.1, 0.2], [2.1, -0.2, -0.4], [-2.0, -0.1, 1.2], [-1.7, 0.2, -0.4], [0.0, -0.2, -0.3], [1.4, 0.5, 0.3], [-0.1, -0.7, 0.0], [-0.5, 0.7, -0.1], [-1.0, 0.2, 0.6], [-1.4, 2.7, 1.1], [-0.2, -0.7, -1.1], [-0.2, 0.2, 2.1], [0.8, -0.6, -1.8], [-1.5, -0.3, -0.3], [-0.5, -0.8, -0.4], [2.9, 0.2, 0.5], [0.1, -0.6, -0.2], [-1.8, -0.4, 0.9], [-0.7, 1.3, 1.5], [1.5, -1.0, -2.1], [1.2, 1.4, -1.1], [-0.4, -1.7, 0.8], [1.6, -0.3, -1.1], [0.0, 0.5, 0.1], [0.3, -0.5, 0.0], [-0.2, 0.2, 0.5], [0.3, 0.2, -0.4], [-1.0, 1.0, 0.8], [0.9, -0.2, -1.2], [0.0, -0.8, -0.1], [-0.1, 0.2, 0.1], [-0.4, 0.5, 0.4], [-0.2, 1.0, 0.5], [1.3, -0.2, -0.8], [1.6, 0.1, 0.8], [-0.9, -0.4, -0.3], [-0.5, -0.8, -0.5], [-0.3, -0.5, 0.7], [0.2, 0.5, 0.7], [0.8, -0.4, 0.1], [0.4, 1.2, 0.5], [-0.3, 0.6, -1.3], [1.2, 1.6, 0.7], [-0.6, 1.2, -0.8], [-0.4, -0.5, -1.2], [1.2, 0.5, 0.5], [-0.8, -0.3, -0.6], [-0.6, -0.3, 0.4], [-0.5, 1.0, 0.4], [0.0, 0.6, 0.4], [0.2, 0.0, -0.2], [0.4, 0.1, 0.3], [0.1, -0.2, -0.1], [-0.3, 0.3, 0.1], [-0.2, 0.1, 0.5], [0.1, 0.0, 0.2], [-0.1, -0.3, 0.1], [-0.9, 0.9, 0.1], [-0.3, -0.4, -1.5], [-0.6, -1.4, 1.5], [0.5, 0.2, -0.1], [-0.5, 0.0, -0.6], [0.2, 0.1, 0.4], [0.6, -0.5, 0.1], [0.3, -0.2, 0.6], [-0.1, -0.8, 0.3], [-0.3, -0.6, -0.3], [0.0, 0.3, 0.4], [0.1, 0.0, 0.2], [-0.1, -0.1, 0.2], [-0.4, -0.4, 0.4], [-0.1, -0.5, -1.0], [-0.4, -0.1, -0.5]],
  "mulliken_spin": [0.109, 0.044, 0.264, -0.080, 0.114, 0.021, 0.055, 0.385, 0.273, 0.049, -0.114, -0.001, -0.005, -0.048, 0.042, -0.002, -0.005, -0.001, 0.000, -0.005, 0.019, 0.008, -0.003, 0.000, 0.001, 0.025, -0.106, 0.007, 0.052, -0.002, 0.000, 0.000, -0.001, 0.000, 0.000, 0.000, 0.000, 0.103, 0.025, 0.016, 0.022, 0.013, 0.677, -0.044, 0.102, -0.002, -0.005, 0.006, 0.003, 0.065, 0.007, 0.005, -0.001, -0.009, 0.002, -0.007, 0.002, -0.005, 0.001, 0.002, -0.059, 0.003, -0.001, 0.000, 0.000, 0.000, 0.000, -0.001, 0.001, -0.001, 0.000, 0.004, -0.011, 0.003, -0.009, -0.001, 0.001, 0.000]
}